(1)
98
Properties=species:S:1:pos:R:3:forces:R:3:mulliken_charge:R:1 method="wB97M-V/def2-TZVPD" orbital_gap_ha=0.2322 charge=-1 e_tot_ha=-3734.4299
C 2.766971 -1.405261 1.115066 -0.032 -0.064 -0.011 -0.227
O 1.584857 -1.757988 0.431985 0.063 -0.149 -0.154 -0.199
C 0.703437 -2.512981 1.247981 -0.031 0.195 -0.092 -0.906
C -0.641934 -2.654915 0.565062 -0.194 0.027 0.131 0.556
C -1.650932 -3.356737 1.481695 0.165 -0.360 -0.019 -0.628
C -2.946324 -3.762950 0.765409 -0.030 0.112 0.266 -1.371
C -3.806428 -2.535412 0.417705 0.346 -0.065 0.256 1.615
C -4.818288 -2.181323 1.502666 0.004 -0.215 -0.056 -1.371
C -5.818834 -1.069696 1.121307 0.126 -0.053 0.322 -0.362
C -5.526164 0.276595 1.822166 -0.266 -0.043 -0.228 -2.220
C -4.670675 1.457663 1.203427 0.073 0.528 0.610 0.372
B -5.753018 2.591065 0.833210 0.027 -0.020 -0.097 1.343
O -5.681813 3.809314 1.431793 0.010 -0.057 -0.018 -0.668
O -6.839549 2.320833 -0.008573 0.050 0.221 -0.192 -0.724
O -3.853157 1.961036 2.241813 -0.022 -0.173 -0.238 -0.701
P -2.342973 1.069699 2.456465 0.228 -0.086 0.464 0.518
C -1.306455 2.633864 2.228339 -0.096 0.105 0.029 0.035
C -0.089597 2.678576 3.161727 -0.028 -0.291 -0.266 -1.282
C 1.147223 1.881619 2.706362 -0.226 -0.034 -0.002 -0.160
C 1.506783 2.112336 1.231493 0.070 -0.255 -0.035 -0.076
C 2.991625 1.985890 0.844771 0.098 -0.324 -0.258 -0.825
O 3.807823 1.508649 1.942631 -0.541 0.471 0.294 -0.278
C 5.096850 1.920254 1.944994 -0.331 -0.746 -1.164 0.471
C 5.852564 1.528928 0.708438 0.248 0.177 -0.144 -0.673
O 5.561541 2.476465 2.881728 0.581 0.520 1.133 -0.597
O -2.462688 0.732083 0.636675 -0.265 0.217 -0.186 0.230
C -3.628514 1.141222 0.074656 0.405 -0.677 -0.427 0.605
B -4.020767 0.197108 -1.206194 -0.064 0.091 -0.134 0.366
C -5.405159 0.127375 -1.962405 0.091 -0.039 -0.057 -1.136
O -2.972840 -0.529124 -1.706700 -0.022 -0.137 0.536 -0.731
S -3.330284 2.817871 -0.783604 -0.159 0.196 -0.068 0.815
O -4.409653 3.016163 -1.747367 0.036 0.002 0.166 -0.691
O -2.954130 3.924903 0.047564 0.081 -0.107 -0.123 -0.638
C -1.828197 2.560098 -1.895989 -0.371 0.133 0.168 0.431
F -0.794969 1.986256 -1.322785 0.360 -0.207 0.334 -0.064
F -2.161079 1.861715 -2.973101 -0.163 -0.270 -0.401 -0.244
F -1.463148 3.775980 -2.297225 0.125 0.424 -0.157 -0.256
H 3.496502 -1.076551 0.369565 -0.068 0.037 0.094 -0.288
H 3.186471 -2.263533 1.663032 -0.020 0.061 -0.067 0.465
H 2.590021 -0.588640 1.820859 0.028 -0.093 0.035 0.190
H 1.155402 -3.503651 1.424378 -0.073 0.077 0.173 0.376
H 0.566884 -1.993995 2.209262 0.025 -0.131 -0.019 0.292
H -0.540090 -3.248903 -0.353327 0.087 0.158 0.025 0.248
H -0.997372 -1.653470 0.298855 0.040 -0.089 -0.061 -0.522
H -1.883096 -2.724304 2.347752 0.006 0.034 -0.132 0.269
H -1.174498 -4.265538 1.880452 -0.064 0.094 0.007 0.510
H -2.697069 -4.344774 -0.131039 0.025 0.117 0.039 0.413
H -3.514022 -4.439045 1.420514 0.018 0.062 -0.121 0.335
H -4.323937 -2.684455 -0.539286 0.000 0.019 0.068 0.375
H -3.109451 -1.694126 0.332394 -0.312 -0.030 -0.249 -1.251
H -5.352538 -3.097764 1.793317 -0.032 0.146 -0.094 0.453
H -4.256250 -1.851191 2.380605 -0.067 -0.129 0.042 0.473
H -6.808710 -1.397430 1.459141 0.045 0.113 -0.072 0.530
H -5.897729 -0.979406 0.037329 0.014 -0.067 0.214 0.134
H -6.487856 0.729546 2.099083 0.034 -0.104 -0.091 0.463
H -5.038335 0.039596 2.766063 -0.031 0.155 -0.059 0.873
H -6.288775 4.433186 1.014805 -0.091 -0.175 0.133 0.284
H -6.589063 2.355826 -0.940327 0.063 -0.115 0.119 0.317
H -2.349028 1.267852 3.886858 0.053 -0.007 -0.043 -0.030
H -1.138642 0.247892 2.469690 -0.043 0.072 -0.008 -0.268
H -3.092785 -0.153663 2.629336 -0.045 0.061 -0.092 -0.559
H -1.019690 2.743389 1.181620 0.087 -0.027 0.097 -0.356
H -1.954867 3.485970 2.448366 0.014 -0.107 -0.013 0.476
H -0.396856 2.257349 4.129822 0.060 0.268 0.036 0.354
H 0.208357 3.724307 3.311060 -0.041 -0.087 0.103 0.341
H 0.913895 0.820035 2.833757 0.200 0.063 0.040 -0.039
H 1.990076 2.107579 3.363143 -0.048 0.044 -0.077 0.525
H 1.152920 3.095543 0.903221 0.063 -0.085 0.071 0.633
H 0.959401 1.367517 0.644658 -0.074 0.232 -0.008 -0.260
H 3.098892 1.276853 0.014605 0.022 0.131 0.039 0.129
H 3.393732 2.946136 0.507317 -0.055 -0.012 0.127 0.715
H 6.923617 1.644988 0.876143 -0.112 -0.058 -0.023 0.360
H 5.606140 0.504720 0.425175 0.075 0.091 -0.007 0.145
H 5.567484 2.161871 -0.136189 0.002 -0.102 0.081 0.268
H -5.364209 0.915917 -2.723045 0.005 -0.041 0.018 0.237
H -6.284566 0.302404 -1.346726 -0.001 0.020 -0.109 0.453
H -5.511870 -0.823713 -2.498970 -0.081 0.051 0.093 0.259
H -3.246082 -1.396312 -2.025773 0.007 0.310 -0.444 0.340
C 5.765157 1.460516 -4.702596 -0.017 0.078 0.003 -1.059
S 6.523392 0.329491 -3.534369 -0.005 -0.136 -0.190 0.513
O 6.048120 0.713318 -2.178519 0.037 0.053 -0.023 -0.527
C 8.197194 0.954160 -3.706813 0.037 0.073 0.019 -1.103
H 4.695360 1.262918 -4.698423 0.001 -0.016 0.014 0.323
H 5.956011 2.486191 -4.387054 -0.007 -0.003 0.015 0.334
H 6.171245 1.275480 -5.696780 -0.007 -0.012 0.001 0.422
H 8.212057 2.015993 -3.461120 -0.007 -0.003 0.013 0.337
H 8.540274 0.784658 -4.727132 -0.001 -0.012 0.003 0.426
H 8.824199 0.401258 -3.010734 -0.015 -0.013 0.005 0.305
C 3.780201 -4.929124 -2.736734 -0.056 -0.027 0.034 -0.835
S 4.579834 -3.518726 -3.510365 -0.024 0.032 -0.011 0.524
O 5.811298 -4.033574 -4.170943 0.041 -0.034 -0.007 -0.657
C 5.096333 -2.728771 -1.988158 -0.048 0.052 0.086 0.065
H 3.422428 -5.580082 -3.531680 0.011 0.009 -0.013 0.343
H 4.507161 -5.456995 -2.119810 0.020 0.011 -0.012 0.283
H 2.939322 -4.581766 -2.136238 -0.003 0.013 0.000 0.248
H 5.733368 -3.410790 -1.424831 0.014 -0.016 -0.037 0.401
H 4.217408 -2.448324 -1.406253 -0.020 -0.012 -0.028 -0.109
H 5.645136 -1.831063 -2.262085 -0.008 -0.037 0.082 -0.228

(2)
88
Properties=species:S:1:pos:R:3:forces:R:3:mulliken_charge:R:1 method="wB97M-V/def2-TZVPD" spin_multiplicity=3 s2=2.006 orbital_gap_ha="0.1774 / 0.1775" charge=0 e_tot_ha=-3145.1285
Ni 0.102590 0.333643 -1.084315 0.108 0.688 -0.286 0.783
C -1.455420 -2.579127 4.657695 -0.347 -0.037 -1.438 -1.678
C -0.141170 -2.009027 4.097445 -0.270 1.654 0.689 1.216
C 0.962180 -2.172217 5.162395 -0.515 0.140 -0.056 -0.996
C 1.603000 -3.506217 5.231755 1.040 -0.160 -1.800 -0.664
C 2.087380 -3.865167 3.794445 -0.526 -1.314 0.002 -1.253
C 0.970810 -3.824827 2.635325 1.653 0.118 0.407 1.502
N 0.292030 -2.483367 2.757995 -1.545 -0.612 -2.363 0.654
O -0.388420 -2.072477 1.662975 1.550 -0.880 3.031 -0.503
C 0.030710 -5.008267 2.822385 -0.336 -0.488 1.224 -1.809
C 1.682780 -3.961787 1.249915 -0.996 0.945 0.323 -1.633
C -0.371750 -0.484757 3.994185 0.029 0.430 0.500 -1.799
H -1.506080 -3.665337 4.582305 -0.099 0.090 0.362 0.307
H -2.229750 -2.146277 4.024325 -0.332 -0.367 -0.117 0.410
H -1.673530 -2.188187 5.651525 0.379 -0.290 0.081 0.403
H 0.524070 -2.096617 6.157605 -0.221 1.124 -0.093 0.359
H 1.697460 -1.398867 4.940155 0.200 -0.029 0.432 0.467
H 0.954160 -4.269997 5.660395 -0.163 -0.065 -0.220 0.324
H 2.459380 -3.422287 5.900835 0.149 -0.224 -0.041 0.398
H 2.449670 -4.887217 3.905165 -0.163 -0.425 -0.540 0.392
H 2.999410 -3.361717 3.473735 -0.302 0.723 0.126 0.404
H 0.505210 -5.966567 2.611185 0.198 0.177 -0.915 0.463
H -0.950320 -4.929267 2.353935 0.220 0.092 -0.291 0.278
H -0.135900 -5.206177 3.881245 -0.397 0.524 0.305 0.417
H 2.090330 -4.962997 1.110015 0.429 0.244 0.348 0.364
H 2.367350 -3.124427 1.114625 0.522 -0.365 0.126 0.412
H 0.988440 -3.819737 0.421765 -0.408 -0.095 0.201 0.348
H -1.165290 -0.133107 3.334835 0.189 -0.473 -0.366 0.398
H 0.547730 0.067283 3.799455 0.035 -0.153 -0.405 0.399
H -0.684880 -0.129237 4.975845 0.006 -0.142 0.285 0.409
C 5.157310 2.626213 0.113245 0.083 -0.649 0.559 -1.256
C 4.531870 1.281753 0.531465 -1.936 -0.648 -1.089 0.445
C 4.525160 0.909313 2.039735 0.884 0.641 -0.511 -1.034
O 3.281790 1.174863 -0.083195 -0.647 0.365 0.287 -0.788
H 4.490550 3.447243 0.376745 0.008 0.073 0.037 0.288
H 5.279440 2.574073 -0.968635 -0.090 0.187 0.002 0.262
H 6.142450 2.756773 0.561075 0.220 0.257 0.125 0.373
H 5.113600 0.512693 0.023305 0.986 -0.412 0.192 0.066
H 5.554480 0.678803 2.314455 0.256 -0.248 0.188 0.391
H 3.914140 0.025563 2.223415 -0.135 0.146 -0.121 0.041
H 4.260380 1.732863 2.702865 -0.517 0.115 -0.056 0.321
C 0.535240 6.261253 -2.786765 0.327 -0.820 0.595 -0.774
O 0.220730 4.991823 -3.354435 -0.295 -0.196 -0.241 -0.288
C 1.372660 4.159073 -3.523425 0.220 0.184 0.147 -0.483
C 1.122360 2.787883 -4.117915 -0.683 -0.249 0.240 -0.821
O 0.064040 2.076593 -3.432785 0.489 0.125 -0.255 -0.200
C -1.224770 2.521863 -3.780885 -0.626 -0.356 0.340 -0.362
C -2.310920 1.495933 -3.477135 -0.504 0.788 -0.722 -0.771
O -2.147700 0.880303 -2.229775 -0.357 -1.078 0.815 0.139
C -3.333870 0.102273 -1.847405 1.329 0.151 -0.681 -0.821
H 1.050050 6.931213 -3.475405 0.277 -0.144 -0.121 0.268
H 1.127450 6.033863 -1.900375 0.451 0.487 0.062 0.348
H -0.337310 6.797313 -2.413425 -0.415 -0.435 -0.366 0.245
H 1.878600 3.873473 -2.601175 -0.141 0.844 0.664 0.408
H 2.067700 4.711313 -4.155925 0.400 -0.151 -0.111 0.397
H 2.013550 2.183203 -3.949845 0.068 0.147 0.112 0.338
H 0.986700 2.813833 -5.199135 -0.615 -0.056 -0.141 0.368
H -1.245860 2.723963 -4.851775 -0.204 0.211 -0.119 0.382
H -1.571840 3.396083 -3.230065 0.830 0.343 -0.004 0.146
H -2.555270 0.866673 -4.332945 0.723 -1.121 0.181 0.375
H -3.217790 2.100633 -3.471845 -0.374 0.305 0.402 0.388
H -3.472950 -0.663277 -2.610745 -0.209 -0.038 -0.098 0.323
H -4.215580 0.740573 -1.790405 0.081 0.092 0.127 0.275
H -3.121670 -0.417257 -0.912965 0.002 0.379 0.048 0.216
C -0.393910 -3.225007 -4.349945 -0.091 0.894 0.919 0.143
O -0.203550 -2.448527 -3.392155 -0.544 -1.663 -1.739 -0.572
N -1.062350 -4.408687 -4.319745 -0.410 -0.227 -0.397 0.166
C -1.188680 -5.383787 -5.392565 0.340 0.359 -0.671 -0.863
C -1.635630 -4.908517 -3.119125 0.215 -0.157 1.460 -0.970
H -0.083220 -2.997017 -5.381295 0.289 0.127 0.115 0.300
H -2.228850 -5.649467 -5.581195 -0.169 0.277 0.124 0.313
H -0.694570 -6.323897 -5.147315 0.239 0.049 0.243 0.325
H -0.766880 -5.037827 -6.336225 0.064 0.227 0.110 0.268
H -1.519620 -4.146837 -2.348085 -0.031 -0.240 0.111 0.229
H -2.675720 -5.230277 -3.171995 -0.236 0.463 -0.520 0.321
H -1.119870 -5.828057 -2.842475 0.307 0.013 0.357 0.349
C -1.705710 4.171593 0.915675 0.811 -3.314 -2.183 0.111
O -1.540290 3.028743 0.402265 0.210 2.154 1.497 -0.648
N -2.910020 4.722063 0.878185 -1.412 1.156 0.898 0.154
C -3.156360 6.133093 1.176385 1.133 0.399 -0.631 -0.914
C -4.082610 3.951753 0.477175 -0.024 0.221 0.857 -0.964
H -0.867140 4.759963 1.319185 -0.277 0.008 0.030 0.378
H -3.497710 6.675343 0.294595 -0.377 -0.280 -0.260 0.355
H -2.188010 6.605093 1.342555 0.062 -0.076 0.414 0.293
H -3.827720 6.407843 1.989945 -0.026 -0.682 0.184 0.307
H -4.315510 4.163233 -0.566435 -0.293 -0.228 0.071 0.282
H -4.028900 2.886983 0.704075 0.731 0.070 -0.489 0.265
H -4.854040 4.267793 1.179405 -0.489 0.383 -0.502 0.392